Molecular formula: C6H10
Method: DFT, ωB97M-V/def2-TZVPD

Geometry as ORCA input:
```
! wB97M-V def2-TZVPD RIJCOSX def2/J DEFGRID3
* xyz 0 1
C -0.866 -0.740 1.518
C -0.492 0.600 0.963
C 0.984 0.749 0.555
C 0.871 0.595 -0.949
C 0.265 -0.703 -1.409
C -0.612 0.471 -1.167
H -0.844 -0.610 2.610
H -1.895 -1.014 1.263
H -0.195 -1.585 1.287
H -1.170 0.849 -0.113
H 1.380 1.730 0.844
H 1.630 -0.023 0.998
H 1.525 1.143 -1.623
H 0.248 -1.570 -0.751
H 0.418 -0.951 -2.457
H -1.198 0.943 -1.951
*
```

Output
relative energy (zero: lowest compared OMol25 entry of this formula, charge and spin): 480.3 kJ/mol

Results of the Löwdin charge analysis, in e, for atoms 1 through 2:
1 C -0.1528
2 C -0.1180